Entry 1:
Entry from OMol25: the molecule C6H13N3O2S (wB97M-V/def2-TZVPD).

Geometry as XYZ:
```
25
Properties=species:S:1:pos:R:3:forces:R:3:nbo_charge:R:1
C -1.5350 0.3896 0.4892 -0.6 0.2 -0.4 -0.18
C -1.2265 1.4623 -0.5969 -0.7 0.0 -0.2 -0.41
C 0.1513 2.1044 -0.4565 0.0 0.0 0.1 -0.42
C 1.2673 1.4031 -1.2367 0.6 0.4 0.0 -0.22
C 1.8831 -0.6875 -0.0084 0.1 0.5 0.5 0.27
C -2.0590 -0.9110 -0.1267 0.3 0.0 -0.2 0.77
H -3.3912 0.9961 1.0689 1.0 -0.1 0.5 0.36
H -2.5101 0.2967 2.2519 -0.1 -0.3 0.4 0.37
H -0.6238 0.1242 0.9969 0.6 -0.1 0.2 0.22
H -1.3653 1.0485 -1.6156 0.1 0.2 0.4 0.20
H -2.0128 2.2359 -0.4658 0.5 -0.4 -0.1 0.24
H 0.1113 3.1364 -0.8224 0.1 -0.1 0.0 0.22
H 0.3962 2.1562 0.6084 0.1 0.0 -0.1 0.23
H 2.2526 1.8359 -0.9507 -0.6 -0.3 -0.1 0.22
H 1.1344 1.5950 -2.3100 -0.1 -0.1 0.2 0.20
H 1.5513 -0.5444 -1.9637 -0.2 0.2 0.2 0.40
H 2.2387 -2.5535 0.6888 -0.1 0.4 -0.4 0.42
H 1.1962 -2.5166 -0.6830 0.6 0.5 0.4 0.40
H -0.4365 -0.8928 -1.1453 -0.1 -0.1 0.1 0.49
N -2.4367 0.9398 1.4880 -0.8 0.4 -1.0 -0.81
N 1.3005 -0.0625 -1.0992 0.2 -0.2 -0.3 -0.67
N 1.9154 -2.0333 -0.1255 -0.4 -1.0 -0.1 -0.80
O -1.2058 -1.4883 -1.0172 -0.1 0.1 0.1 -0.72
O -3.1082 -1.4200 0.1389 0.0 0.0 0.0 -0.57
S 2.4768 0.1172 1.3213 -0.2 -0.2 -0.4 -0.21
```
Positions in Å, forces in eV/Å.

Calculated values
E_HOMO = -8.84 eV
Multiplicity = 1
Lowest unoccupied orbital energy = 0.45 eV
Kohn-Sham gap = 9.3 eV
Structure (SMILES) = NC(=S)NCCC[C@@H](N)C(=O)O

Entry 2:
Entry from OMol25: the ion C6H13N4 with charge +1 (wB97M-V/def2-TZVPD).

Geometry as XYZ:
```
23
Properties=species:S:1:pos:R:3:forces:R:3:nbo_charge:R:1
C -1.6819 2.1926 -0.0748 1.4 -1.3 -0.4 0.20
C -0.2272 0.5242 -0.1717 -1.9 1.6 1.4 0.59
C -2.2837 0.0595 1.1246 1.4 -0.7 0.5 -0.40
C 1.2837 1.7484 -1.8529 -1.5 0.5 -1.2 -0.42
C 0.5530 -1.1881 1.4000 0.0 -1.9 1.8 -0.43
C 1.1463 -1.2674 -0.9255 -0.3 -3.5 -0.6 -0.42
N -0.7628 2.5775 -0.8971 -1.1 0.9 0.1 -0.21
N -1.4292 0.9471 0.4422 2.6 0.7 -3.0 -0.31
N 0.1187 1.6080 -0.9387 2.0 -2.9 -0.2 -0.15
N 0.2978 -0.7083 0.0915 -0.8 1.7 -1.6 -0.43
H -2.5635 2.7083 0.0153 -1.9 1.1 0.8 0.23
H -3.2732 0.3304 1.0709 -2.2 0.8 -0.1 0.24
H -2.1291 -0.9216 0.7455 -0.1 -0.9 -0.5 0.23
H -1.9100 0.0620 2.1030 -0.3 -0.2 1.9 0.22
H 1.6996 2.7307 -1.6428 0.6 -0.4 0.2 0.25
H 1.8730 0.8630 -1.7451 0.9 0.3 0.3 0.22
H 0.9606 1.7819 -2.9457 0.0 -0.1 1.5 0.24
H -0.2464 -1.1104 2.1675 0.5 0.4 -0.8 0.23
H 0.6989 -2.2860 1.3119 -0.1 0.5 0.0 0.23
H 1.4960 -0.8280 1.7949 0.2 0.4 0.2 0.21
H 2.1572 -1.4349 -0.5081 -0.1 0.8 -0.8 0.22
H 0.8491 -2.4132 -1.1742 0.2 2.6 0.5 0.23
H 0.9950 -0.6809 -1.8338 0.6 -0.6 0.1 0.22
```
Positions in Å, forces in eV/Å.

Calculated values
E_HOMO = -13.18 eV
Multiplicity = 1
Lowest unoccupied orbital energy = -2.77 eV
Kohn-Sham gap = 10.4 eV
Structure (SMILES) = Cn1cnn(C)c1=[N+](C)C
Total charge = +1

Entry 3:
Entry from OMol25: a cluster of 2 separate species, C6H13N4O2 in total (wB97M-V/def2-TZVPD).

Geometry as XYZ:
```
25
Properties=species:S:1:pos:R:3:forces:R:3:nbo_charge:R:1
C -0.4243 -0.8790 -1.5699 -1.9 1.5 -1.7 0.40
C 1.3255 -1.0194 0.2735 -3.4 2.3 -3.6 0.56
C 4.1078 1.1412 0.8630 -2.4 0.0 1.3 1.03
C -0.6315 2.0598 0.2065 0.4 0.6 -1.7 -0.60
C 0.4840 1.3713 -0.5268 3.1 1.6 -1.7 -0.47
C 0.3223 -0.0744 -0.7943 3.4 -3.0 3.6 -0.20
N -0.5699 -2.2404 -1.4157 -0.6 0.2 -2.1 -0.81
N 1.9384 -2.0602 -0.2156 1.7 -0.5 4.2 -0.74
N -1.2687 -0.3240 -2.5876 -0.3 -2.0 -2.0 -0.84
N 1.4358 -0.7061 1.5251 -0.3 -0.3 -2.2 -0.72
O 3.1149 1.5264 1.3604 1.4 0.4 -0.5 -0.55
O 5.0006 0.5944 0.4064 1.3 -0.1 -0.7 -0.47
H -0.7716 1.6363 1.1592 -0.4 -0.5 1.3 0.19
H -1.4094 1.7833 -0.4730 -1.6 0.5 0.3 0.22
H -0.5014 3.1531 0.2824 -0.1 -0.6 -0.1 0.23
H 0.7941 1.8887 -1.5014 -1.2 -0.4 0.8 0.23
H 1.4633 1.5833 -0.0417 -0.7 -0.7 0.1 0.24
H -1.4329 -2.6012 -1.7878 -0.1 0.1 -0.5 0.40
H -0.4494 -2.6609 -0.5500 0.6 -0.3 1.9 0.39
H 1.9253 -2.2204 -1.1564 0.1 -0.7 -2.8 0.43
H 2.5800 -2.5817 0.4415 -0.9 0.4 -1.6 0.41
H -1.0651 0.5938 -3.0181 0.2 -0.9 0.9 0.41
H -1.5957 -1.0058 -3.4193 1.2 1.9 2.9 0.41
H 0.8699 0.0203 1.8231 -0.8 1.4 1.4 0.44
H 1.9856 -1.3133 2.0304 1.2 -0.8 2.3 0.40
```
Positions in Å, forces in eV/Å.

Calculated values
E_HOMO = -11.94 eV
Multiplicity = 1
Lowest unoccupied orbital energy = -2.92 eV
Kohn-Sham gap = 9.0 eV
Total charge = +1

Entry 4:
Entry from OMol25: the ion C6H13N4S2 with charge +1 (wB97M-V/def2-TZVPD).

Geometry as XYZ:
```
25
Properties=species:S:1:pos:R:3:forces:R:3:nbo_charge:R:1
C -2.3446 1.9956 -0.2687 1.7 2.1 1.7 -0.04
C -1.1557 -0.0267 -0.3771 -4.2 -2.5 0.4 0.30
C -1.7036 2.8754 0.4992 -0.7 0.3 -1.2 -0.41
C 1.3378 -0.2379 -0.2466 2.1 0.5 0.6 0.41
C -3.2199 -1.7494 -1.0197 1.2 3.0 -2.0 -0.73
C 4.0985 0.2003 0.0261 -1.3 -1.1 1.9 -0.75
N -2.2132 0.6760 -0.2973 1.6 -2.8 -0.3 -0.46
N 0.1400 0.3686 -0.3647 2.6 1.6 -0.8 -0.61
N 1.0044 -1.5017 1.7702 -2.1 -1.7 -1.5 -0.62
N 1.7317 -1.2099 0.5942 -2.6 2.1 -1.0 -0.39
S -1.4377 -1.7485 -0.7838 0.8 -0.2 0.3 0.21
S 2.7237 0.6075 -1.0790 -1.3 -1.2 0.1 0.33
H -3.0858 2.3606 -0.8802 -1.7 0.7 -1.5 0.21
H -0.9820 2.6422 1.2295 0.7 -0.2 0.8 0.20
H -1.9996 3.8884 0.3017 0.2 0.4 0.5 0.22
H -3.4773 -2.5750 -1.6621 0.1 0.3 -1.0 0.25
H -3.4168 -0.5880 -1.2726 -0.1 -3.1 0.0 0.28
H -3.6993 -1.9672 -0.1544 -1.3 -0.3 3.0 0.22
H 4.3150 -0.9425 0.1875 -0.2 2.4 -0.4 0.23
H 3.9010 0.7870 0.9728 0.3 -1.2 -0.7 0.25
H 4.8995 0.7079 -0.4218 1.4 0.3 -0.8 0.26
H 0.1835 1.2505 -0.9039 0.4 -0.1 0.6 0.45
H 1.6391 -2.0537 2.3329 -0.2 -0.2 0.3 0.38
H 0.1627 -2.1324 1.4455 1.9 1.2 1.1 0.39
H 2.5989 -1.6271 0.3724 0.8 -0.6 0.1 0.42
```
Positions in Å, forces in eV/Å.

Calculated values
E_HOMO = -11.90 eV
Multiplicity = 1
Lowest unoccupied orbital energy = -4.14 eV
Kohn-Sham gap = 7.8 eV
Total charge = +1

Entry 5:
Entry from OMol25: the ion C6H13NO with charge -1 (wB97M-V/def2-TZVPD).

Geometry as XYZ:
```
21
Properties=species:S:1:pos:R:3:forces:R:3:mulliken_spin:R:1
C 2.3796 0.9834 1.1724 0.4 0.1 -1.1 0.00
C 1.1732 0.0802 0.9091 0.0 0.9 0.0 0.00
N 0.3367 0.6206 -0.1542 0.7 -0.2 -0.6 0.00
C -0.4524 1.7488 0.2575 -0.2 0.8 -0.5 0.07
C -1.2643 0.1266 -2.0022 0.7 0.5 0.0 0.02
C -0.3798 -0.4864 -0.9234 -0.7 0.4 1.4 0.19
C -1.2309 -1.3419 -0.0127 0.3 -0.1 -0.4 0.49
O -0.7233 -2.2944 0.7024 -0.2 0.2 0.0 0.27
H 3.1244 0.5371 1.8329 -0.2 0.1 0.3 0.00
H 2.1657 2.0130 1.4153 -0.4 0.3 0.8 -0.01
H 2.8842 1.1480 0.2153 0.1 -0.4 -0.2 -0.01
H 0.5678 -0.0793 1.8068 0.2 -0.3 0.2 0.01
H 1.5875 -0.8611 0.5853 -0.3 -0.5 0.0 0.02
H -1.5335 1.5672 0.2770 0.0 -0.3 0.2 -0.05
H -0.3092 2.6022 -0.4380 -0.1 -0.2 0.2 0.01
H -0.1709 2.1303 1.2401 0.1 -0.2 0.1 -0.01
H -1.7855 -0.6339 -2.5655 -0.1 -0.3 -0.1 -0.04
H -2.0013 0.7397 -1.4902 -0.3 0.0 -0.1 -0.03
H -0.7276 0.7968 -2.6894 0.0 -0.2 0.1 0.02
H 0.4667 -1.0586 -1.2927 0.1 -0.3 -0.5 0.04
H -2.3151 -1.1896 -0.1388 -0.2 -0.2 0.1 0.01
```
Positions in Å, forces in eV/Å.

Calculated values
E_HOMO (spin up / spin down) = 0.11 / -2.85 eV
Multiplicity = 2
⟨S²⟩ = 0.7537
Lowest unoccupied orbital energy (spin up / spin down) = 3.97 / 3.92 eV
Kohn-Sham gap (spin up / spin down) = 3.9 / 6.8 eV
Total charge = -1

Entry 6:
Entry from OMol25: the ion C6H13NO with charge -1 (wB97M-V/def2-TZVPD).

Geometry as XYZ:
```
21
Properties=species:S:1:pos:R:3:forces:R:3:mulliken_spin:R:1
C 1.2021 2.3774 1.3055 -0.5 0.5 0.2 0.19
C -0.1132 1.8873 0.7038 0.2 0.0 -0.7 0.21
C 0.0870 0.8214 -0.3734 -0.1 -0.7 0.2 0.27
C 0.6315 -0.5252 0.1726 0.6 0.9 0.0 -0.15
C -0.4818 -1.4512 0.5533 0.0 -0.1 0.0 1.06
N -0.8185 -2.4321 -0.3366 -0.5 0.1 0.1 -1.02
C -0.8845 -2.2012 -1.7781 0.1 -0.8 -0.1 2.94
O -1.0294 -1.3520 1.6483 0.1 -0.2 0.1 -0.23
H 0.9964 3.2494 1.9362 0.0 -0.1 0.1 -0.02
H 1.8822 2.7372 0.5297 0.1 -0.3 0.0 -0.04
H 1.6690 1.6274 1.9417 0.2 0.0 -0.2 -0.06
H -0.5824 2.7356 0.1914 -0.2 0.0 0.2 -0.15
H -0.7868 1.5268 1.4789 -0.1 0.0 0.1 0.06
H 0.7507 1.2108 -1.1421 0.2 0.1 -0.1 -0.34
H -0.8405 0.5831 -0.9031 -0.1 0.3 0.1 0.05
H 1.3737 -0.9433 -0.5046 -0.3 -0.4 -0.4 -0.40
H 1.2285 -0.3203 1.0617 -0.3 -0.1 0.3 0.19
H -1.5955 -2.9744 0.0267 0.1 0.1 -0.1 -0.04
H -1.7832 -1.6459 -2.0815 0.2 0.3 0.1 -0.10
H -0.9456 -3.1614 -2.3109 0.0 0.0 0.2 -1.41
H 0.0402 -1.7492 -2.1195 -0.1 0.4 -0.1 -0.02
```
Positions in Å, forces in eV/Å.

Calculated values
E_HOMO (spin up / spin down) = 1.19 / -5.85 eV
Multiplicity = 2
⟨S²⟩ = 0.7504
Lowest unoccupied orbital energy (spin up / spin down) = 3.69 / 3.54 eV
Kohn-Sham gap (spin up / spin down) = 2.5 / 9.4 eV
Total charge = -1

Quick rundown of maximum force, same order as above: 1.30, 4.08, 5.80, 4.92, 1.60, 1.13 eV/Å
Quick rundown of energy relative to the best compared isomer or geometry (same formula, charge and spin), same order as above: 0.000, 1.546, 1.265, 0.000, 0.934, 0.000 eV